Model 1:
Here is an isolated ion of composition C4H3N2O3 and charge -1 from OMol25. Energies are from ωB97M-V/def2-TZVPD.

The net charge is -1. As for the structure (SMILES): O=C1NNC(=O)C1=C[O-]. The calculation puts the LUMO energy at 0.1462 Ha. The frontier orbital gap comes out at 7.9 eV. The calculation puts the HOMO energy at -0.1440 Eh.

```
12
C4H3N2O3 | OMol25 | ωB97M-V/def2-TZVPD
C 0.493 -0.459 -0.194
C -0.471 -0.368 1.041
C 0.314 0.818 -0.824
C 1.023 -1.678 -0.670
N -0.905 0.907 1.073
N -0.741 1.541 -0.193
O -0.663 -1.262 1.853
O 0.838 1.231 -1.860
O 1.756 -1.862 -1.647
H 0.634 -2.457 0.038
H -1.711 1.058 1.688
H -0.568 2.531 -0.304
```

***

Model 2:
Here is C4H3N2O3 as an isolated structure from OMol25. Energies are from ωB97M-V/def2-TZVPD.

The net charge is -1. The calculation puts the LUMO energy (spin up / spin down) at 0.1133 / 0.1133 Ha. The frontier orbital gap (spin up / spin down) comes out at 7.2 / 7.2 eV. The calculation puts the HOMO energy (spin up / spin down) at -0.1520 / -0.1517 Eh.

```
12
C4H3N2O3 | OMol25 | ωB97M-V/def2-TZVPD
C -0.956 1.458 0.582
C 0.155 0.601 0.968
C -0.758 0.179 -1.167
C 1.039 -1.353 -0.261
N -1.403 1.278 -0.610
N 0.171 -0.238 -0.208
O -1.700 2.610 1.750
O 0.876 0.463 1.922
O -0.930 -0.334 -2.259
H 1.912 -1.102 -0.749
H 1.195 -1.503 0.855
H 0.400 -2.059 -0.823
```

***

Out of the structures above, which one is the most stable? Solution: model 1.